# 1
45
Properties=species:S:1:pos:R:3 method="wB97M-V/def2-TZVPD" fmax_ev_per_a=1.51 spin_multiplicity=1 total_energy_ev=-238918.77354 homo_lumo_gap_ev=7.6 charge=-1 lumo_ev=2.52
C 4.1707 1.6120 0.3297
C 2.8871 1.7695 -0.5262
Ta 2.0383 -0.1305 -1.3479
S 1.2928 -2.0657 -2.7870
Br 1.7270 1.3303 -3.5455
C -0.1377 0.1233 -0.7690
C -0.9897 -1.1649 -0.6137
C -2.1188 -1.0924 0.4285
C -3.4622 -0.5479 -0.0819
N -3.6865 0.8929 0.0733
C -3.6559 1.3553 1.4617
C -3.1652 1.8011 -0.8313
C -3.1559 1.3978 -2.2844
O -2.8593 2.9308 -0.4704
C 2.5241 -1.3211 0.5794
Br 2.6215 -3.2679 0.1927
C 1.6136 -1.2692 1.8130
C 2.1157 -2.0288 3.0401
Br 1.3649 0.5827 2.4094
H 4.8933 2.4051 0.0971
H 4.6925 0.6660 0.1492
H 3.9567 1.6725 1.4008
H 2.0965 2.2696 0.0516
H 3.1154 2.4208 -1.3720
H 3.7610 -0.5417 -1.9263
H 2.4198 -2.3486 -3.4427
H -0.5396 0.7120 -1.6028
H -0.2517 0.7580 0.1175
H -0.3674 -2.0316 -0.3657
H -1.4328 -1.3895 -1.5918
H -1.7720 -0.5041 1.2866
H -2.3142 -2.1025 0.8143
H -4.2831 -1.0467 0.4477
H -3.5854 -0.8128 -1.1364
H -2.7341 1.8988 1.6773
H -3.7261 0.4920 2.1298
H -4.5104 2.0073 1.6593
H -2.7380 2.2332 -2.8492
H -2.5382 0.5186 -2.4767
H -4.1738 1.1840 -2.6208
H 3.5419 -1.0996 0.9169
H 0.6230 -1.6320 1.5357
H 2.0215 -3.1033 2.8785
H 3.1701 -1.7913 3.2235
H 1.5504 -1.7418 3.9284


# 2
42
Properties=species:S:1:pos:R:3 method="wB97M-V/def2-TZVPD" fmax_ev_per_a=0.19 spin_multiplicity=1 total_energy_ev=-100199.91430 homo_lumo_gap_ev=9.5 charge=+2 lumo_ev=-6.30
Bi 0.3734 0.5054 -0.5713
N -1.8548 1.2463 -1.7144
C -2.9099 1.5118 -0.7129
C -2.6490 0.7037 0.5432
N -1.2881 0.9399 1.1373
C -1.1077 -0.0257 2.2611
C 0.3391 -0.4056 2.5394
N 0.9936 -0.8289 1.2856
C -1.2080 2.3598 1.5948
C 0.1278 2.7778 2.1792
N 1.2070 2.5040 1.2084
H -1.8491 1.9756 -2.4218
H -2.0690 0.3762 -2.1972
H -3.8973 1.2401 -1.0895
H -2.9396 2.5811 -0.5162
H -2.7131 -0.3578 0.3115
H -3.4046 0.9334 1.2997
H -1.6576 -0.9293 1.9970
H -1.5677 0.3784 3.1666
H 0.3491 -1.2147 3.2709
H 0.9207 0.4115 2.9531
H 0.6562 -1.7432 0.9882
H 2.0026 -0.9025 1.3961
H -2.0090 2.5346 2.3196
H -1.4175 2.9909 0.7313
H 0.3348 2.2575 3.1109
H 0.0648 3.8368 2.4364
H 2.1021 2.4201 1.6811
H 1.3166 3.3058 0.5918
Br 4.0525 -0.0204 -1.0520
C 3.0419 -1.4163 -1.8329
C 3.6395 -2.4045 -2.5973
C 2.8147 -3.3874 -3.1240
C 1.4459 -3.3588 -2.8723
C 0.9536 -2.3337 -2.0936
N 1.7450 -1.3781 -1.5841
C -0.5136 -2.2122 -1.7593
O -1.3317 -2.9550 -2.2109
O -0.8079 -1.2349 -0.8891
H 4.7056 -2.4002 -2.7711
H 3.2396 -4.1771 -3.7292
H 0.7688 -4.1046 -3.2642


# 3
171
Properties=species:S:1:pos:R:3 method="wB97M-V/def2-TZVPD" fmax_ev_per_a=8.47 spin_multiplicity=1 total_energy_ev=-214338.23891 homo_lumo_gap_ev=6.5 smiles="C[C@@H](I)C[C@@](Br)(O[C@H](c1ccncc1)S(=O)(=O)C(F)(F)C(F)(F)F)[C@](CCC(N)=O)(B(O)N(C)C)N(Cl)CCCN.CCOC(C)=O.CCOC(C)=O.CCOC(C)=O.CCOC(C)=O.CCOC(C)=O.CCOC(C)=O.CCOC(C)=O" lumo_ev=-1.49
C 2.4481 5.9829 5.8568
C 3.1655 5.5884 4.4000
I 5.0064 6.8538 4.3560
C 3.7061 4.0300 4.3483
C 2.7131 2.9856 3.5332
Br 1.2997 2.7511 4.9894
O 2.2661 3.6547 2.3416
C 0.8983 4.0775 2.2376
C -0.2267 2.9430 1.8694
C -0.1926 1.8569 0.6476
C -1.3154 0.7140 0.3421
N -2.5365 0.6196 1.1923
C -2.6383 1.6156 2.2968
C -1.6188 2.7880 2.7874
S 0.8662 5.2397 0.7085
O -0.5797 5.8655 0.6409
O 1.1340 4.4912 -0.6182
C 2.1094 6.6339 0.8142
F 2.2067 7.2044 -0.5826
F 3.5098 6.1883 1.1329
C 1.6165 7.9153 1.7521
F 0.9287 8.9093 0.8658
F 2.8451 8.5942 2.2971
F 0.6562 7.5423 2.8157
C 3.4463 1.5515 3.0786
C 2.4229 0.2586 3.0567
C 3.0685 -1.2295 2.9627
C 4.0781 -1.6010 1.7611
N 5.5968 -1.4778 1.7395
O 3.5335 -2.1384 0.6330
B 4.4951 1.1352 4.3241
O 3.8584 0.5561 5.5599
N 5.9876 1.2742 4.3354
C 6.7320 -0.0387 4.4187
C 6.4979 2.0830 5.5324
N 4.1996 1.5892 1.8057
Cl 5.3262 2.8363 1.5654
C 3.4896 1.4292 0.5140
C 4.6607 1.3116 -0.6798
C 3.9423 0.4188 -1.8991
N 4.5081 -0.9767 -2.0324
H 2.8203 7.0424 6.2035
H 1.2728 6.0626 5.6663
H 2.6494 5.1939 6.6969
H 2.5448 5.9442 3.4875
H 3.7553 3.7395 5.5081
H 4.8046 4.0802 3.9874
H 0.5015 4.8052 3.0979
H 0.7316 1.8904 -0.1024
H -1.1652 -0.0306 -0.5524
H -3.6438 1.5447 2.9404
H -1.8639 3.4985 3.7065
H 1.7682 0.1508 4.0520
H 1.5931 0.3279 2.1999
H 3.5467 -1.6438 3.9760
H 2.1239 -1.9531 2.8158
H 5.8904 -0.4792 1.6685
H 6.0458 -1.9796 2.5366
H 3.6704 1.3330 6.1654
H 7.6236 -0.0529 5.1911
H 5.9841 -0.9384 4.5418
H 7.2452 -0.1945 3.3519
H 5.7700 2.9377 5.8692
H 7.4878 2.6197 5.1598
H 6.6780 1.4118 6.4971
H 2.8329 0.4787 0.3543
H 2.8372 2.3643 0.1593
H 4.8846 2.3613 -1.1858
H 5.6167 0.7407 -0.3245
H 2.7538 0.4542 -1.8238
H 4.1904 0.9736 -2.9267
H 5.1173 -1.1866 -1.2125
H 3.6581 -1.6154 -2.0183
C -6.8409 5.8605 1.7851
C -6.4732 6.7597 2.9490
O -5.8508 6.0031 4.0048
C -4.5370 5.6972 4.0583
C -3.6926 5.9014 2.8329
O -4.0561 5.1897 5.0685
H -5.9567 5.3963 1.3399
H -7.3613 6.4281 1.0090
H -7.4892 5.0455 2.1221
H -5.8471 7.6056 2.6497
H -7.3878 7.1878 3.3729
H -3.6403 4.9654 2.2729
H -2.6856 6.1915 3.1502
H -4.0470 6.6983 2.1823
C -5.7169 -1.8831 6.0560
C -4.9334 -0.6934 5.5372
O -3.5319 -0.8313 5.8394
C -2.6474 -1.5163 5.0837
C -3.1636 -2.4288 4.0080
O -1.4437 -1.4521 5.3213
H -5.3979 -2.8141 5.5796
H -6.7865 -1.7496 5.8727
H -5.5551 -2.0075 7.1314
H -5.0896 -0.5162 4.4689
H -5.2735 0.2111 6.0527
H -3.2423 -3.4431 4.4050
H -2.4534 -2.4191 3.1748
H -4.1218 -2.1222 3.5935
C -0.3002 7.3231 -2.3031
C -0.7408 8.5763 -3.0336
O -1.5778 8.2467 -4.1584
C -2.9093 8.0349 -4.0885
C -3.5466 7.8528 -2.7405
O -3.5762 7.9181 -5.1136
H -1.1528 6.7759 -1.8918
H 0.3782 7.5735 -1.4831
H 0.2112 6.6408 -2.9894
H -1.2326 9.2994 -2.3761
H 0.1414 9.0811 -3.4418
H -3.6093 6.7864 -2.5142
H -4.5555 8.2769 -2.7739
H -3.0273 8.3684 -1.9352
C 4.9753 -5.7930 -4.3523
C 4.2266 -5.1434 -3.2053
O 3.8647 -3.7880 -3.5316
C 2.7583 -3.4332 -4.2192
C 1.9781 -4.4957 -4.9393
O 2.4377 -2.2512 -4.3166
H 4.3574 -5.8564 -5.2521
H 5.2954 -6.8026 -4.0809
H 5.8575 -5.2014 -4.6165
H 3.3511 -5.7192 -2.8904
H 4.8875 -5.0858 -2.3338
H 2.3133 -4.5458 -5.9774
H 0.9175 -4.2249 -4.9128
H 2.0511 -5.4807 -4.4827
C -0.4551 -5.9903 -10.5978
C -0.0874 -5.0911 -9.4339
O 0.5350 -5.8476 -8.3781
C 1.8489 -6.1536 -8.3246
C 2.6933 -5.9493 -9.5500
O 2.3297 -6.6610 -7.3144
H 0.4291 -6.4544 -11.0430
H -0.9755 -5.4226 -11.3739
H -1.1033 -6.8053 -10.2608
H 0.5387 -4.2451 -9.7332
H -1.0020 -4.6629 -9.0100
H 2.7456 -6.8854 -10.1100
H 3.7003 -5.6592 -9.2327
H 2.3388 -5.1524 -10.2006
C -5.6687 -6.3188 -11.5452
C -5.0632 -7.5898 -12.1074
O -3.7710 -7.8438 -11.5241
C -3.5702 -8.4799 -10.3503
C -4.7412 -8.7081 -9.4376
O -2.4366 -8.7995 -10.0009
H -5.8364 -6.3950 -10.4674
H -6.6245 -6.1004 -12.0292
H -4.9922 -5.4724 -11.7001
H -5.7212 -8.4572 -11.9981
H -4.8976 -7.4620 -13.1824
H -4.7938 -7.8948 -8.7108
H -4.5907 -9.6564 -8.9112
H -5.6930 -8.7973 -9.9572
C -2.3570 -6.4502 5.9131
C -2.5728 -5.3299 6.9114
O -3.9776 -5.0707 7.0955
C -4.7771 -5.7446 7.9496
C -4.2762 -7.0229 8.5589
O -5.9231 -5.3585 8.1663
H -2.7917 -7.3905 6.2629
H -1.2897 -6.6076 5.7354
H -2.8428 -6.2128 4.9615
H -2.0782 -5.5149 7.8697
H -2.1376 -4.4071 6.5130
H -4.6173 -7.8663 7.9549
H -4.6881 -7.1099 9.5697
H -3.1943 -7.0639 8.6677


# 4
12
Properties=species:S:1:pos:R:3 method="wB97M-V/def2-TZVPD" fmax_ev_per_a=0.44 spin_multiplicity=1 total_energy_ev=-8337.67256 homo_lumo_gap_ev=9.7 smiles="C=C=C(O)CO" lumo_ev=0.68
C 2.2952 -0.1989 -0.5601
C 0.9958 -0.2882 -0.4263
C -0.1781 -0.0011 0.0822
O -0.2006 0.9925 1.0363
C -1.5628 -0.4816 -0.2176
O -2.3356 0.5441 -0.8097
H 2.9770 -0.7287 0.1020
H 2.7294 0.4801 -1.2917
H 0.7068 1.0681 1.3543
H -1.5459 -1.4063 -0.8110
H -2.0373 -0.6864 0.7462
H -1.8725 0.8428 -1.6031


# 5
118
Properties=species:S:1:pos:R:3 method="wB97M-V/def2-TZVPD" fmax_ev_per_a=6.86 spin_multiplicity=1 total_energy_ev=-184263.74927 homo_lumo_gap_ev=8.7 lumo_ev=0.33
C -7.1428 -2.6783 -0.5550
C -7.8642 -2.2454 -1.8450
N -7.0080 -1.8846 -2.9913
Si -5.7631 -0.7302 -2.6713
O -6.4418 0.7669 -2.2957
Si -5.4487 2.0341 -2.0189
N -6.3682 3.5224 -2.1790
C -5.6801 4.4994 -2.3704
S -4.7374 5.7273 -2.5882
C -4.6332 2.0014 -0.2734
F -3.7790 0.9694 -0.1145
F -3.8794 3.1240 -0.1147
F -5.5327 2.0040 0.7316
C -4.6543 -0.6718 -4.2145
Br -5.8313 -0.6184 -5.7866
C -3.7842 -1.9473 -4.3454
C -2.9619 -2.1830 -3.0701
H -7.7848 -3.3911 -0.0330
H -6.2027 -3.1911 -0.7448
H -7.0223 -1.8364 0.1257
H -8.5855 -1.4563 -1.6425
H -8.4520 -3.1069 -2.1673
H -6.6250 -2.7143 -3.4273
H -4.9432 -1.0852 -1.5013
H -4.3414 2.1425 -2.9808
H -3.9611 0.1649 -4.2035
H -3.0994 -1.7445 -5.1694
H -4.4068 -2.8044 -4.5923
H -2.0752 -2.7813 -3.2702
H -2.6214 -1.2554 -2.6162
H -3.5662 -2.7715 -2.3802
O -0.3143 -1.6371 -1.3208
P 0.8581 -1.6261 -0.3904
N 0.2482 -0.6334 0.8757
C 1.0417 0.0645 1.8682
C -1.0075 -1.0915 1.4667
N 1.9597 -0.7256 -1.3644
C 2.6233 0.4724 -0.8910
C 1.6104 -0.5747 -2.7720
N 2.1595 -2.3169 0.5257
C 3.2384 -2.9460 -0.2751
C 1.6724 -3.3837 1.4390
H 1.4910 -0.5991 2.6211
H 0.4041 0.7744 2.3998
H 1.8346 0.6599 1.4294
H -0.8614 -1.9093 2.1867
H -1.6934 -1.4432 0.6972
H -1.5049 -0.2722 1.9886
H 1.9204 1.2984 -0.7193
H 3.3608 0.8061 -1.6253
H 3.1947 0.2785 0.0182
H 0.8508 0.2012 -2.9304
H 1.2377 -1.5075 -3.1859
H 2.5011 -0.3052 -3.3454
H 2.8550 -3.6989 -0.9688
H 3.9493 -3.4272 0.3980
H 3.7978 -2.2089 -0.8410
H 1.1532 -4.1797 0.8981
H 0.9923 -2.9835 2.1918
H 2.5058 -3.8269 1.9826
O -2.3178 8.4169 -2.9477
P -1.2027 8.8476 -2.0334
N -2.2219 9.5798 -0.8478
C -1.8828 10.6169 0.1055
C -3.1727 8.6437 -0.2353
N -0.5034 10.0384 -3.0618
C -0.3668 11.4261 -2.6658
C -0.8421 9.9557 -4.4782
N 0.2274 8.8284 -1.0326
C 1.5107 8.6578 -1.7556
C 0.1781 7.7216 -0.0410
H -1.2297 10.2735 0.9223
H -2.7995 10.9962 0.5620
H -1.4132 11.4782 -0.3604
H -2.7123 8.0473 0.5657
H -3.5715 7.9396 -0.9673
H -4.0161 9.1858 0.1957
H -1.3383 11.9239 -2.5538
H 0.2072 11.9741 -3.4169
H 0.2064 11.5236 -1.7416
H -1.8359 10.3670 -4.6908
H -0.8159 8.9278 -4.8290
H -0.1065 10.5116 -5.0653
H 1.5148 7.7688 -2.3916
H 2.3213 8.5685 -1.0307
H 1.7415 9.5210 -2.3700
H 0.0670 6.7440 -0.5176
H -0.6479 7.8577 0.6566
H 1.0892 7.7120 0.5549
O 4.5309 -6.0676 2.4325
P 4.9445 -7.2585 3.2389
N 3.5199 -7.5301 4.1642
C 3.4362 -8.2905 5.3964
C 2.3008 -7.7095 3.3784
N 6.1497 -6.5118 4.2162
C 6.1327 -6.5751 5.6649
C 6.6185 -5.1999 3.7834
N 5.6388 -8.8287 3.5049
C 7.0926 -8.9369 3.2360
C 4.9931 -9.8558 2.6456
H 3.5361 -9.3759 5.2534
H 2.4639 -8.1125 5.8606
H 4.1691 -7.9797 6.1324
H 2.2131 -8.7214 2.9588
H 2.2644 -7.0022 2.5510
H 1.4191 -7.5280 3.9954
H 5.2826 -6.0311 6.0960
H 7.0496 -6.1393 6.0684
H 6.1287 -7.6072 6.0190
H 5.9183 -4.3996 4.0525
H 6.7720 -5.1729 2.7083
H 7.5833 -4.9826 4.2483
H 7.3553 -8.6016 2.2292
H 7.4004 -9.9776 3.3458
H 7.6750 -8.3670 3.9513
H 5.0670 -9.6114 1.5826
H 3.9388 -9.9707 2.8979
H 5.4581 -10.8265 2.8082


# 6
27
Properties=species:S:1:pos:R:3 method="wB97M-V/def2-TZVPD" fmax_ev_per_a=4.25 spin_multiplicity=1 total_energy_ev=-30494.47023 homo_lumo_gap_ev=10.1 smiles="NC[C@@](N)(OS(=O)(=O)O)c1ccccc1" lumo_ev=0.58
N -1.3381 3.0856 0.3926
C -0.1697 2.2001 0.4364
C -0.5740 0.7801 0.3442
N -1.1669 0.4835 1.6349
O -1.5952 0.6195 -0.7195
S -2.3118 -0.8073 -0.8991
O -2.2740 -1.6718 0.2680
O -3.5456 -0.6686 -1.5386
O -1.3787 -1.5222 -1.9878
C 0.6246 -0.1173 0.1183
C 1.0176 -0.6234 -1.0741
C 2.1185 -1.4607 -1.2233
C 2.8657 -1.8609 -0.1295
C 2.4836 -1.3025 1.1038
C 1.3898 -0.5211 1.2204
H -1.7166 3.0043 -0.5114
H -0.9178 3.9600 0.4481
H 0.3492 2.1942 1.3772
H 0.4401 2.5365 -0.4577
H -1.8569 1.1852 1.7857
H -1.5203 -0.4676 1.7389
H -1.9231 -2.2715 -2.1470
H 0.6674 -0.2803 -1.9864
H 2.4225 -1.9366 -2.1880
H 3.5156 -2.6651 -0.0982
H 3.1355 -1.8133 1.8997
H 1.2585 -0.0590 2.1924


# 7
49
Properties=species:S:1:pos:R:3 method="wB97M-V/def2-TZVPD" fmax_ev_per_a=1.12 spin_multiplicity=1 total_energy_ev=-45699.05192 homo_lumo_gap_ev=8.7 smiles="COCCCn1c(SCC(=O)Nc2ccccc2F)nnc1-c1ccoc1C" lumo_ev=0.50
C -2.7652 -1.8015 -3.0718
O -2.1104 -1.6688 -1.8348
C -0.9532 -0.8716 -1.8609
C 0.2649 -1.5830 -2.4692
C 1.4839 -0.6616 -2.5359
N 1.8104 -0.1184 -1.2446
C 1.5645 1.1583 -0.8379
S 0.9914 2.4193 -1.8893
C 0.9439 3.7988 -0.6952
C -0.3764 3.8219 0.0695
O -1.2225 4.6586 -0.1513
N -0.4716 2.8141 0.9696
C -1.5857 2.4776 1.7381
C -2.6215 3.3603 2.0304
C -3.6891 2.9511 2.8096
C -3.7481 1.6636 3.3144
C -2.7318 0.7664 3.0302
C -1.6750 1.1810 2.2490
F -0.6921 0.2934 1.9518
N 1.8254 1.2972 0.4375
N 2.2403 0.1097 0.8970
C 2.2282 -0.7475 -0.0911
C 2.5711 -2.1347 0.0652
C 3.0197 -3.0921 -0.8930
C 3.1984 -4.2478 -0.2058
O 2.8918 -4.0826 1.0943
C 2.5176 -2.8054 1.2685
C 2.1210 -2.3392 2.6163
H -2.9799 -0.8204 -3.5125
H -2.1837 -2.3927 -3.7883
H -3.7010 -2.3171 -2.8658
H -0.7567 -0.6343 -0.8112
H -1.1452 0.0659 -2.4063
H 0.4909 -2.4652 -1.8677
H 0.0346 -1.9100 -3.4840
H 2.3476 -1.2021 -2.9308
H 1.2765 0.1862 -3.1956
H 1.8000 3.6798 -0.0331
H 1.0283 4.7058 -1.2922
H 0.3321 2.1783 1.0388
H -2.5819 4.3607 1.6337
H -4.4819 3.6506 3.0254
H -4.5822 1.3524 3.9236
H -2.7508 -0.2474 3.3974
H 3.2072 -2.9444 -1.9360
H 3.5254 -5.2200 -0.5155
H 1.4021 -1.5298 2.5229
H 1.7016 -3.1645 3.1865
H 2.9869 -1.9487 3.1497